#1
20
Properties=species:S:1:pos:R:3:mulliken_charge:R:1 method="wB97M-V/def2-TZVPD" orbital_gap_ev=9.64 homo_ev=-8.788 smiles="COC(C)=O.CCS" multiplicity=1 e_lumo_ev=0.850
C -1.13 3.57 2.57 -0.41
O -0.16 3.83 1.54 -0.32
C 0.32 2.71 0.94 0.68
C 1.32 3.08 -0.12 -1.04
O -0.03 1.59 1.24 -0.56
H -1.44 4.54 2.98 0.23
H -0.70 2.96 3.39 0.15
H -2.02 3.05 2.18 0.27
H 0.85 3.72 -0.89 0.36
H 2.16 3.63 0.32 0.26
H 1.70 2.17 -0.61 0.33
C 3.05 1.55 2.34 -0.95
C 2.20 2.25 3.39 -0.21
S 1.04 1.13 4.23 -0.26
H 3.62 0.72 2.79 0.34
H 3.77 2.27 1.89 0.26
H 2.42 1.14 1.53 0.22
H 2.83 2.65 4.20 0.40
H 1.64 3.09 2.95 0.10
H 0.34 0.78 3.13 0.17



#2
20
Properties=species:S:1:pos:R:3:mulliken_charge:R:1 method="wB97M-V/def2-TZVPD" orbital_gap_ev=10.27 homo_ev=-9.687 smiles="CC(C)C(=O)O.CS" multiplicity=1 e_lumo_ev=0.582
C -2.36 -1.33 -0.55 -1.22
C -1.07 -0.92 -1.11 0.79
C -0.38 -2.15 -1.72 -1.67
C -0.14 -0.23 -0.15 0.43
O -0.32 -0.37 1.05 -0.62
O 0.78 0.42 -0.74 -0.39
H -3.29 -1.17 -1.16 0.29
H -2.42 -0.83 0.49 0.31
H -2.37 -2.45 -0.37 0.27
H -1.27 -0.21 -1.94 0.29
H 0.59 -1.80 -2.11 0.37
H -0.24 -2.88 -1.02 0.51
H -0.94 -2.43 -2.58 0.38
H 1.49 0.75 -0.08 0.19
C 1.93 2.91 2.02 -0.64
S 3.00 2.07 0.82 -0.30
H 1.87 3.88 1.61 0.27
H 0.87 2.60 2.18 0.28
H 2.45 2.84 3.01 0.27
H 3.32 0.93 1.60 0.19



Relative to the most stable one, in kcal/mol, the structures come out at #1 0.0; #2 10.6.



#1
18
Properties=species:S:1:pos:R:3:mulliken_charge:R:1 method="wB97M-V/def2-TZVPD" orbital_gap_ev=6.98 homo_ev=-3.303 multiplicity=1 total_charge=-1 e_lumo_ev=3.678
C 0.74 2.12 -0.65 -0.62
C 1.16 1.93 -2.10 -0.82
H 0.33 3.16 -0.32 0.30
H -0.11 1.53 -0.50 0.11
H 1.43 1.70 0.18 0.23
H 0.69 1.05 -2.61 0.27
H 2.20 2.26 -2.22 0.28
H 0.68 2.72 -2.72 0.26
C -0.58 -1.27 0.71 -0.33
C -0.89 -2.72 0.54 -1.15
C -0.61 -0.60 2.24 0.44
O -0.04 0.43 2.20 -0.57
O -1.23 -1.24 3.04 -0.69
H 0.48 -1.18 0.42 0.20
H -1.10 -0.59 0.13 0.20
H -1.72 -3.03 1.29 0.23
H -0.03 -3.43 0.68 0.24
H -1.38 -2.83 -0.32 0.42



#2
18
Properties=species:S:1:pos:R:3:mulliken_charge:R:1 method="wB97M-V/def2-TZVPD" orbital_gap_ev=6.51 homo_ev=-3.088 multiplicity=1 total_charge=-1 e_lumo_ev=3.421
C -2.26 1.67 -0.62 -0.29
C -1.36 0.61 -1.38 -1.26
C -1.88 3.01 -1.31 -1.10
H -3.21 1.30 -0.58 0.40
H -2.00 1.80 0.50 0.22
H -1.84 0.48 -2.39 0.33
H -2.23 3.19 -2.29 0.36
H -2.55 3.80 -0.69 0.25
H -1.15 -0.44 -1.07 0.31
H -0.56 1.11 -1.67 0.45
H -0.81 3.23 -1.19 0.33
C 0.81 -1.14 2.09 -0.51
C 1.60 -1.52 0.81 0.52
O 1.42 -2.57 0.29 -0.70
O 2.44 -0.78 0.34 -0.74
H 0.07 -0.46 1.72 -0.03
H 1.52 -0.76 2.77 0.28
H 0.39 -2.16 2.33 0.19



Relative to the most stable one, in kcal/mol, the structures come out at #1 0.0; #2 7.1.



#1
18
Properties=species:S:1:pos:R:3:mulliken_charge:R:1 method="wB97M-V/def2-TZVPD" orbital_gap_ev=7.37 homo_ev=-3.774 multiplicity=1 total_charge=-1 e_lumo_ev=3.598
C -2.89 -1.93 0.30 -0.75
C -2.82 -0.39 0.51 0.55
O -2.76 0.36 -0.50 -0.73
O -2.98 -0.08 1.72 -0.72
H -3.62 -2.19 -0.48 0.22
H -3.14 -2.37 1.27 0.27
H -1.90 -2.30 0.05 0.17
C 1.32 0.68 0.03 -0.15
C 1.43 0.40 -1.45 -1.15
C 2.64 1.34 0.65 -1.05
H 0.49 1.34 0.22 0.29
H 1.11 -0.19 0.64 0.24
H 0.53 -0.12 -1.79 0.33
H 2.24 -0.31 -1.64 0.32
H 3.54 1.23 0.03 0.29
H 2.37 2.36 0.86 0.27
H 1.56 1.30 -2.04 0.30
H 2.87 0.88 1.61 0.31



#2
18
Properties=species:S:1:pos:R:3:mulliken_charge:R:1 method="wB97M-V/def2-TZVPD" orbital_gap_ev=7.42 homo_ev=-3.737 multiplicity=1 total_charge=-1 e_lumo_ev=3.686
C -0.12 1.85 -0.45 -0.30
C -0.67 1.43 0.98 -0.96
C -0.48 0.77 -1.50 -1.11
H -0.43 2.83 -0.82 0.36
H 0.94 1.93 -0.28 0.23
H -0.89 0.36 0.98 0.28
H -1.55 1.95 1.31 0.34
H 0.27 0.00 -1.39 0.40
H -1.55 0.52 -1.52 0.29
H 0.18 1.65 1.61 0.26
H -0.44 1.10 -2.55 0.35
C 1.17 -1.58 0.46 -0.15
C 0.05 -2.69 0.63 0.61
O -0.16 -3.06 1.81 -0.73
O -0.46 -3.03 -0.45 -0.71
H 1.71 -1.37 1.36 0.27
H 0.57 -0.73 0.12 -0.73
H 1.86 -1.92 -0.32 0.30



#3
18
Properties=species:S:1:pos:R:3:mulliken_charge:R:1 method="wB97M-V/def2-TZVPD" orbital_gap_ev=7.11 homo_ev=-3.758 multiplicity=1 total_charge=-1 e_lumo_ev=3.352
C 0.09 -0.70 1.78 -0.11
C 0.29 0.76 1.38 -1.18
C -1.41 -1.00 1.89 -1.19
H 0.59 -1.37 1.08 0.29
H 0.48 -0.80 2.81 0.25
H -0.05 1.40 2.20 0.43
H -1.69 -1.96 2.33 0.32
H -1.85 -0.30 2.60 0.30
H -0.42 1.02 0.59 0.29
H 1.33 0.98 1.16 0.29
H -1.91 -0.84 0.94 0.32
C 0.54 0.27 -2.02 -0.52
C 0.86 0.56 -3.53 0.42
O 0.16 -0.06 -4.36 -0.74
O 1.73 1.44 -3.74 -0.73
H -0.54 0.47 -1.99 0.17
H 1.13 0.91 -1.38 0.19
H 0.67 -0.77 -1.74 0.19



Relative to the most stable one, in kcal/mol, the structures come out at #1 1.5; #2 11.2; #3 0.0.



#1
18
Properties=species:S:1:pos:R:3:mulliken_charge:R:1 method="wB97M-V/def2-TZVPD" orbital_gap_ev=7.35 homo_ev=-3.739 multiplicity=1 total_charge=-1 e_lumo_ev=3.616
C 2.38 -0.68 1.42 -0.87
C 2.03 -0.80 -0.12 -0.91
H 1.71 -0.02 1.99 0.28
H 2.20 -1.59 1.89 0.33
H 3.39 -0.27 1.65 0.27
H 0.98 -0.76 -0.48 0.19
H 2.25 -1.68 -0.41 0.45
H 2.47 0.12 -0.49 0.27
C -2.16 0.22 -0.08 -0.50
C -1.13 1.38 -0.08 -0.76
C -2.30 -0.22 -1.59 0.52
O -2.50 -1.41 -1.72 -0.71
O -1.76 0.58 -2.37 -0.70
H -1.81 -0.76 0.28 0.21
H -3.12 0.51 0.32 0.37
H -1.51 2.22 0.76 0.19
H -1.05 2.05 -0.98 0.30
H -0.08 1.10 0.02 0.07



#2
18
Properties=species:S:1:pos:R:3:mulliken_charge:R:1 method="wB97M-V/def2-TZVPD" orbital_gap_ev=7.31 homo_ev=-3.654 multiplicity=1 total_charge=-1 e_lumo_ev=3.657
C -0.68 -1.47 0.73 -0.45
O -1.34 -0.87 1.72 -0.71
C -0.71 -0.45 -0.48 -0.48
C 0.54 0.46 -0.48 -0.91
C 0.63 1.60 -1.56 -0.23
C 1.08 1.40 -2.75 -0.75
H -1.15 -2.32 0.26 0.22
H 0.41 -1.87 0.83 0.23
H -0.93 -0.88 -1.46 0.37
H -1.63 0.17 -0.41 0.28
H 1.41 -0.14 -0.40 0.44
H 0.69 0.88 0.52 0.33
H 0.25 2.52 -1.17 0.32
H 1.59 0.51 -3.13 0.26
H 1.36 2.18 -3.34 0.35
H -0.73 -0.92 2.83 0.42
H -0.62 -0.30 4.51 0.17
O -0.17 -0.50 3.80 -0.85



Relative to the most stable one, in kcal/mol, the structures come out at #1 0.0; #2 27.9.



#1
12
Properties=species:S:1:pos:R:3:mulliken_charge:R:1 method="wB97M-V/def2-TZVPD" orbital_gap_ev=7.75 homo_ev=-8.662 smiles="CNCC=S" multiplicity=1 e_lumo_ev=-0.910
C -1.58 -0.03 0.71 -0.68
N -0.62 -0.53 -0.47 -0.44
C 0.81 -0.06 -0.07 -0.48
C 1.79 -0.26 -0.92 -0.14
S 2.51 1.21 -1.29 -0.21
H -2.82 0.10 0.50 0.26
H -1.63 -0.69 1.70 0.25
H -1.46 1.14 1.14 0.23
H -0.83 -0.05 -1.45 0.29
H 0.59 1.00 0.14 0.36
H 1.00 -0.51 1.02 0.26
H 2.24 -1.34 -1.01 0.29



#2
12
Properties=species:S:1:pos:R:3:mulliken_charge:R:1 method="wB97M-V/def2-TZVPD" orbital_gap_ev="7.90 / 8.64" homo_ev="-8.011 / -8.163" multiplicity=1 e_lumo_ev="-0.108 / 0.476"
C -1.63 1.42 0.20 -0.39
C -1.38 0.56 -0.71 -0.31
C 1.06 -1.53 -0.05 -0.84
N 0.93 -0.18 -0.81 -0.28
S 1.64 1.07 -0.02 -0.12
H -2.66 1.73 0.49 0.26
H -0.86 2.14 0.39 0.22
H -1.82 -0.32 -1.16 0.32
H 2.16 -1.67 0.16 0.31
H 0.42 -1.46 0.80 0.36
H 0.67 -2.35 -0.57 0.31
H 1.48 0.61 1.27 0.15



#3
12
Properties=species:S:1:pos:R:3:mulliken_charge:R:1 method="wB97M-V/def2-TZVPD" orbital_gap_ev=8.55 homo_ev=-8.705 multiplicity=1 e_lumo_ev=-0.157
H -0.99 -1.72 0.34 0.22
N -0.19 -1.24 -0.07 -0.56
C -0.33 -0.01 -0.26 0.22
C -1.52 0.86 0.02 -0.99
H 0.51 0.50 -0.71 0.29
H -2.37 0.28 0.39 0.31
H -1.80 1.39 -0.88 0.27
H -1.24 1.60 0.77 0.26
C 3.27 -0.66 0.03 -0.38
S 4.55 0.32 -0.01 -0.20
H 2.94 -1.09 0.96 0.27
H 2.71 -0.91 -0.85 0.28



Relative to the most stable one, in kcal/mol, the structures come out at #1 65.6; #2 86.9; #3 0.0.



#1
14
Properties=species:S:1:pos:R:3:mulliken_charge:R:1 method="wB97M-V/def2-TZVPD" orbital_gap_ev=7.05 homo_ev=-8.250 smiles="C#CC=C1C=CC=C1" multiplicity=1 e_lumo_ev=-1.200
C 2.21 -0.94 2.45 -0.18
C 2.10 -0.40 1.17 -0.47
C 1.57 0.54 0.25 0.13
C 0.30 0.27 -0.26 0.73
C -0.59 -0.70 0.06 -0.30
C -1.78 -0.78 -0.75 -0.80
C -1.68 0.54 -1.42 -0.11
C -0.56 1.16 -1.16 -0.91
H 2.00 -1.40 3.60 0.32
H 1.92 1.61 -0.05 0.32
H 0.07 -1.77 0.23 0.10
H -2.46 -1.44 -0.80 0.60
H -2.53 1.10 -1.86 0.32
H -0.56 2.23 -1.46 0.25



#2
14
Properties=species:S:1:pos:R:3:mulliken_charge:R:1 method="wB97M-V/def2-TZVPD" orbital_gap_ev=7.79 homo_ev=-9.487 multiplicity=1 e_lumo_ev=-1.692
C -0.35 2.62 3.99 -0.53
C -0.46 2.35 2.78 -0.28
C 1.04 0.43 -0.07 -0.24
C 0.85 1.37 0.88 -0.20
C 0.18 -0.69 -0.57 -0.27
C -1.41 0.40 0.83 -0.50
C -1.20 -0.70 -0.04 -0.39
C -0.30 1.68 1.64 0.57
H 2.01 0.34 -0.52 0.37
H 1.60 2.16 1.28 0.21
H 0.54 -0.77 -1.70 0.29
H 0.67 -1.59 -0.17 0.30
H -2.34 0.42 1.42 0.31
H -2.01 -1.32 -0.43 0.37



Relative to the most stable one, in kcal/mol, the structures come out at #1 0.0; #2 3.7.



#1
32
Properties=species:S:1:pos:R:3:mulliken_charge:R:1 method="wB97M-V/def2-TZVPD" orbital_gap_ev=8.82 homo_ev=-8.413 smiles="C=CC(C=C)=CC.O.O.O.O.O" multiplicity=1 e_lumo_ev=0.409
C -1.49 1.62 2.24 -0.60
C -0.19 1.52 2.11 -0.45
C 0.70 0.60 1.44 1.28
C 1.83 1.05 0.60 0.12
C 2.65 2.01 0.71 -0.62
C 0.40 -0.78 1.66 -0.90
C 1.30 -1.97 1.21 -0.90
H -2.08 0.66 2.00 0.10
H -2.02 2.53 2.64 0.29
H 0.37 2.25 2.74 0.20
H 1.79 0.19 -0.19 -0.30
H 3.46 2.41 0.04 0.29
H 2.40 2.58 1.64 0.17
H -0.46 -1.00 2.28 0.62
H 0.73 -2.99 1.03 0.23
H 1.75 -1.57 0.26 0.21
H 2.13 -2.15 1.94 0.33
O -2.53 -1.19 0.70 -0.62
H -2.92 -1.95 1.15 0.29
H -1.67 -1.36 0.42 0.30
O -0.27 -3.03 -1.45 -0.61
H 0.64 -3.11 -1.63 0.31
H -0.48 -2.23 -1.94 0.31
O 0.06 3.06 -1.87 -0.64
H -0.87 2.85 -2.24 0.32
H -0.15 3.28 -0.99 0.30
O -2.09 -0.05 -2.14 -0.55
H -2.95 -0.08 -2.51 0.27
H -2.02 -0.52 -1.36 0.30
O 0.90 -1.16 -3.40 -0.61
H 0.59 -0.61 -2.82 0.24
H 0.48 -0.88 -4.27 0.34



#2
32
Properties=species:S:1:pos:R:3:mulliken_charge:R:1 method="wB97M-V/def2-TZVPD" orbital_gap_ev=9.95 homo_ev=-9.562 smiles="C=C(C)CCCC=O.O.O.O.O" multiplicity=1 e_lumo_ev=0.385
C -1.67 1.96 1.15 -1.22
C -1.53 0.92 0.33 0.50
C -2.60 0.49 -0.61 -1.52
C -0.28 0.08 0.29 -0.21
C 0.49 0.30 -1.00 -0.44
C 1.85 -0.43 -0.97 -0.81
C 1.72 -1.92 -0.96 -0.02
O 0.69 -2.50 -1.23 -0.64
H -2.57 2.57 1.19 0.27
H -0.92 2.24 1.85 0.39
H -3.50 1.09 -0.54 0.43
H -2.22 0.55 -1.61 0.31
H -2.85 -0.61 -0.51 0.25
H 0.35 0.29 1.13 0.42
H -0.54 -0.97 0.45 0.54
H -0.11 -0.10 -1.87 0.16
H 0.70 1.40 -1.17 0.40
H 2.50 -0.04 -1.80 0.42
H 2.42 -0.09 -0.08 0.29
H 2.59 -2.50 -0.70 0.41
O 2.59 -0.61 2.10 -0.63
H 1.74 -0.60 2.71 0.37
H 3.28 -0.28 2.69 0.28
O -1.69 -1.77 -2.26 -0.60
H -0.83 -1.96 -1.88 0.45
H -1.89 -2.59 -2.76 0.29
O 0.27 -0.52 3.45 -0.70
H -0.13 0.26 3.80 0.33
H -0.42 -0.88 2.89 0.33
O 0.08 3.75 -1.00 -0.72
H -0.79 3.96 -1.54 0.33
H -0.22 3.10 -0.25 0.33



Relative to the most stable one, in kcal/mol, the structures come out at #1 73.0; #2 0.0.



#1
17
Properties=species:S:1:pos:R:3:mulliken_charge:R:1 method="wB97M-V/def2-TZVPD" orbital_gap_ev=10.05 homo_ev=-9.815 smiles="C=NC.O.O.O" multiplicity=1 e_lumo_ev=0.232
C -1.03 1.19 -0.21 -0.23
N -1.75 0.36 0.40 -0.34
C -3.07 0.14 -0.14 -0.64
H 0.01 1.41 0.08 0.25
H -1.36 1.67 -1.13 0.20
H -3.23 -0.94 -0.23 0.22
H -3.20 0.59 -1.13 0.31
H -3.81 0.52 0.57 0.22
O -0.79 -0.45 5.67 -0.64
H -0.28 0.37 5.71 0.32
H -0.12 -1.13 5.52 0.32
O 1.93 -3.64 -2.02 -0.63
H 1.45 -2.89 -2.37 0.32
H 2.63 -3.27 -1.48 0.32
O 3.94 2.32 -3.17 -0.63
H 3.78 1.49 -2.72 0.31
H 4.89 2.28 -3.37 0.32



#2
17
Properties=species:S:1:pos:R:3:mulliken_charge:R:1 method="wB97M-V/def2-TZVPD" orbital_gap_ev=8.65 homo_ev=-9.162 smiles="C=NC.O.O.O" multiplicity=1 e_lumo_ev=-0.515
C 0.05 1.20 0.23 -0.20
N 0.77 0.18 -0.14 -0.54
C 2.12 0.84 0.14 -1.04
H -0.69 1.62 -0.46 0.27
H -0.15 1.44 1.29 0.30
H 2.32 1.76 -0.39 0.35
H 2.33 0.98 1.20 0.35
H 2.90 0.17 -0.22 0.30
O -1.02 -0.28 -2.32 -0.66
H -0.62 -0.95 -2.88 0.30
H -0.48 -0.34 -1.50 0.48
O -2.56 -0.13 0.22 -0.63
H -1.98 -0.67 0.79 0.34
H -2.62 -0.68 -0.57 0.33
O -0.49 -1.68 1.63 -0.70
H 0.11 -2.37 1.94 0.31
H 0.02 -1.09 1.07 0.43



Relative to the most stable one, in kcal/mol, the structures come out at #1 0.0; #2 40.2.